[1]
{
  "formula": "C14H36FeO6",
  "method": "the ωB97M-V functional and the def2-TZVPD basis",
  "species": ["Fe", "C", "C", "O", "H", "H", "H", "H", "H", "C", "C", "O", "H", "H", "H", "H", "H", "C", "C", "O", "H", "H", "H", "H", "H", "C", "C", "O", "H", "H", "H", "H", "H", "C", "C", "C", "O", "H", "H", "H", "H", "H", "H", "H", "H", "C", "C", "C", "O", "H", "H", "H", "H", "H", "H", "H", "H"],
  "coordinates": [[-0.026, -0.441, -0.524], [-0.473, -4.263, -0.696], [-1.256, -3.461, -1.678], [-1.160, -2.067, -1.556], [-0.775, -5.309, -0.640], [-0.788, -3.989, 0.311], [0.598, -4.059, -0.693], [-2.285, -3.805, -1.574], [-0.861, -3.706, -2.664], [1.333, -1.373, 3.399], [1.346, -2.199, 2.091], [1.348, -1.520, 0.844], [2.281, -0.914, 3.681], [1.128, -1.925, 4.317], [0.553, -0.624, 3.259], [0.450, -2.775, 2.325], [2.151, -2.924, 2.215], [-0.326, 2.614, -3.334], [-1.592, 2.089, -2.494], [-1.476, 0.734, -2.069], [-0.629, 3.628, -3.595], [-0.317, 1.956, -4.203], [0.654, 2.527, -2.864], [-2.466, 2.321, -3.103], [-1.850, 2.668, -1.607], [2.199, -0.241, -4.144], [2.705, -0.037, -2.723], [1.782, -0.517, -1.828], [2.222, -1.258, -4.536], [2.700, 0.424, -4.847], [1.140, -0.037, -4.298], [3.118, 0.959, -2.561], [3.575, -0.666, -2.534], [-3.307, 1.018, 1.696], [-2.112, 0.123, 1.882], [-2.309, -1.079, 2.849], [-1.763, -0.510, 0.684], [-2.866, 1.788, 1.064], [-3.674, 1.327, 2.674], [-3.988, 0.486, 1.031], [-1.314, 0.659, 2.396], [-1.843, -2.027, 2.580], [-3.338, -1.374, 3.055], [-1.937, -0.959, 3.867], [-2.630, -0.802, 0.392], [0.640, 3.315, 1.838], [1.267, 2.456, 0.772], [2.466, 1.705, 1.262], [0.344, 1.656, 0.087], [-0.184, 3.848, 1.363], [1.294, 4.064, 2.284], [0.391, 2.779, 2.754], [1.618, 3.082, -0.048], [2.189, 1.161, 2.165], [3.336, 2.264, 1.605], [2.744, 0.901, 0.581], [-0.031, 2.307, -0.511]],
  "lowdin_spin": [4.246, 0.002, 0.018, 0.194, 0.000, 0.000, 0.000, 0.004, 0.004, 0.002, 0.010, 0.125, 0.000, 0.000, 0.000, 0.001, 0.003, 0.000, 0.008, 0.109, 0.000, 0.000, 0.000, 0.004, 0.001, 0.003, 0.020, 0.181, 0.000, 0.000, 0.000, 0.003, 0.006, 0.001, 0.002, 0.001, 0.028, 0.000, 0.000, 0.000, 0.000, 0.000, 0.000, 0.000, 0.001, 0.001, 0.003, -0.001, 0.022, 0.000, 0.000, 0.000, 0.001, 0.000, 0.000, -0.001, -0.001],
  "de_lowest_kcal_mol": 0.0,
  "multiplicity": 6,
  "charge": -1,
  "gap_ha": [0.2627, 0.2485],
  "lumo_ev": [2.72, 2.71],
  "max_force_ev_per_a": 4.76,
  "s2": 8.7638,
  "energy_ha": -2269.98525
}

[2]
{
  "formula": "C4H15N3O",
  "method": "the ωB97M-V functional and the def2-TZVPD basis",
  "species": ["C", "C", "C", "C", "N", "N", "N", "H", "H", "H", "H", "H", "H", "H", "H", "H", "H", "H", "H", "H", "H", "H", "O"],
  "coordinates": [[0.962, -0.674, -2.136], [-0.199, -0.814, -1.137], [-0.003, -0.073, 0.179], [-0.886, 1.000, 0.495], [-0.704, 1.935, 1.573], [1.076, -0.279, 0.873], [0.865, -1.683, -3.249], [0.940, 0.315, -2.603], [1.947, -0.772, -1.697], [-0.283, -1.840, -0.791], [-1.133, -0.533, -1.616], [-1.718, 1.251, -0.148], [0.277, 2.200, 1.710], [-1.302, 2.751, 1.401], [-1.027, 1.516, 2.589], [1.137, 0.071, 1.829], [1.739, -1.029, 0.693], [0.019, -1.542, -3.815], [0.872, -2.649, -2.907], [1.658, -1.609, -3.901], [-1.905, 1.335, 4.580], [-0.958, 0.163, 4.219], [-1.374, 0.961, 3.859]],
  "lowdin_spin": [0.002, 0.008, 0.127, 0.499, 0.072, 0.226, 0.000, 0.000, 0.000, 0.002, 0.000, 0.016, 0.008, 0.001, 0.016, 0.004, 0.005, 0.000, 0.000, 0.000, 0.000, 0.000, 0.012],
  "de_lowest_kcal_mol": 0.0,
  "multiplicity": 2,
  "charge": 3,
  "gap_ha": [0.4138, 0.3141],
  "lumo_ev": [-11.47, -14.94],
  "max_force_ev_per_a": 1.89,
  "s2": 0.7605,
  "energy_ha": -399.75325
}

[3]
{
  "formula": "C6H10N2O3",
  "method": "the ωB97M-V functional and the def2-TZVPD basis",
  "species": ["C", "C", "C", "C", "C", "C", "N", "N", "O", "O", "O", "H", "H", "H", "H", "H", "H", "H", "H", "H", "H"],
  "coordinates": [[-1.506, 3.983, -1.472], [-0.429, 3.241, 0.645], [1.166, -0.523, 1.502], [-1.050, -0.348, 0.526], [0.867, -1.170, -0.927], [0.364, -0.142, 0.111], [-0.895, 3.398, -0.599], [0.461, 1.232, -0.086], [-1.927, 4.644, -2.343], [-0.512, 4.061, 1.476], [0.236, 2.193, 0.842], [0.411, -0.200, 2.284], [1.234, -1.584, 1.395], [2.118, -0.075, 1.597], [-1.118, 0.384, 1.298], [-1.225, -1.267, 1.024], [-1.649, -0.314, -0.413], [2.001, -1.151, -1.063], [0.620, -2.051, -0.494], [0.148, -1.090, -1.756], [-0.291, 1.623, -1.212]],
  "lowdin_charge": [-0.211, -0.668, 0.004, -0.075, -0.017, -0.642, 0.219, -0.023, 0.194, 0.179, 0.059, 0.095, 0.058, 0.061, 0.069, 0.075, 0.104, 0.123, 0.029, 0.086, 0.283],
  "de_lowest_kcal_mol": 148.5,
  "charge": 0,
  "gap_ha": 0.3322,
  "lumo_ev": 0.28,
  "max_force_ev_per_a": 10.10,
  "energy_ha": -569.67201
}